96
Properties=species:S:1:pos:R:3 method="wB97M-V/def2-TZVPD" gap_ha=0.3323 smiles="CN(C)C=O.CN(C)C=O.CN(C)C=O.CN(C)C=O.CN(C)C=O.CN(C)C=O.CN(C)C=O.CN(C)C=O" de_lowest_ev=5.764 fmax_ev_per_a=3.819 spin_multiplicity=1 homo_ev=-8.5
C 2.55765 2.92318 1.20261
O 3.17946 2.58681 0.22658
N 1.48255 3.72795 1.17394
C 0.75779 3.95218 2.43729
C 0.80760 4.17264 -0.02009
H 2.92082 2.73472 2.21962
H 0.26879 4.91874 2.43083
H 1.46208 3.92998 3.32003
H 0.02269 3.16703 2.53113
H 1.48330 3.90921 -0.85708
H -0.17490 3.65764 -0.20539
H 0.59148 5.27855 -0.00091
C -5.48574 -1.71439 -0.21796
O -6.53481 -1.43542 0.35081
N -5.39580 -2.66968 -1.22987
C -4.18514 -2.95752 -1.89326
C -6.58445 -3.19101 -1.79713
H -4.55430 -1.24957 0.01052
H -3.31487 -2.27572 -1.60516
H -4.32786 -2.82729 -2.99675
H -3.83283 -3.97163 -1.70357
H -6.69105 -4.18821 -1.39628
H -7.41057 -2.58559 -1.38189
H -6.68226 -3.03568 -2.84615
C 6.57486 -1.62501 -0.80188
O 6.94148 -1.03164 0.23130
N 5.59216 -1.16963 -1.57688
C 5.13517 -2.02512 -2.60620
C 4.80176 0.01656 -1.22560
H 7.13239 -2.52233 -1.20626
H 5.29332 -1.46344 -3.55016
H 4.08866 -2.16664 -2.48131
H 5.67462 -3.01275 -2.59287
H 4.63830 0.60124 -2.13363
H 3.82411 -0.26797 -0.86840
H 5.33413 0.56664 -0.43238
C 4.99691 -1.95412 2.24535
O 3.97996 -2.06669 1.58701
N 5.39447 -0.85079 2.88854
C 6.44496 -0.97579 3.87195
C 4.61986 0.36289 2.81592
H 5.73131 -2.76647 2.32380
H 6.81691 -2.00962 3.93337
H 6.11441 -0.55168 4.85761
H 7.27858 -0.26367 3.65164
H 3.73770 0.40936 3.48703
H 5.37273 1.18423 3.10783
H 4.26797 0.54819 1.79920
C -3.84586 2.35953 -0.39558
O -2.91919 3.01272 -0.84379
N -4.60190 2.72047 0.65332
C -5.57048 1.87775 1.27367
C -4.29103 3.91201 1.38165
H -4.17520 1.34743 -0.80299
H -5.12392 1.43137 2.18921
H -5.92251 1.10741 0.63345
H -6.48832 2.45365 1.56111
H -5.26493 4.43471 1.60305
H -3.77008 3.63364 2.32777
H -3.60423 4.54751 0.82330
C 1.22006 -0.15998 2.35431
O 1.08795 0.99316 2.65725
N 0.32324 -1.16230 2.47736
C 0.84044 -2.52196 2.29206
C -0.92916 -0.98227 3.19131
H 2.13360 -0.56199 1.94955
H 0.20982 -3.19778 1.80381
H 1.01311 -2.99094 3.33879
H 1.82994 -2.41728 1.87419
H -0.89571 -1.31152 4.21987
H -1.14271 0.07648 3.34662
H -1.71878 -1.53935 2.66856
C -1.10319 -1.85117 -4.09806
O -0.27520 -1.68648 -3.22089
N -1.91401 -0.86730 -4.47342
C -2.92760 -1.08892 -5.46572
C -1.99436 0.42792 -3.78626
H -1.23393 -2.73299 -4.70886
H -2.94448 -0.42172 -6.31739
H -2.87932 -2.09460 -5.98154
H -3.90149 -1.07533 -4.93911
H -2.15270 0.34880 -2.74483
H -1.05554 0.88611 -3.91713
H -2.66281 1.12093 -4.30636
C -1.00476 -1.22928 -0.30495
O -2.07015 -1.38533 0.30618
N -0.39791 -0.02050 -0.30546
C 0.79235 0.21650 -1.09215
C -0.86388 1.15942 0.47772
H -0.46457 -1.99722 -0.76677
H 0.96803 -0.59317 -1.81200
H 1.62198 0.41518 -0.44794
H 0.68463 1.07250 -1.78568
H 0.07491 1.68463 0.72046
H -1.43178 1.85589 -0.10229
H -1.40470 0.97102 1.41775